No. 1
Here is a cluster of 6 separate species, H13O6 in total at a distorted geometry from the Open Molecules 2025 dataset. Energies are from ωB97M-V/def2-TZVPD.

Calculated values
E_HOMO ... -13.32 eV
Total energy ... -458.90678 Ha
Relative energy (zero: lowest compared OMol25 entry of this formula, charge and spin) ... 292.9 kJ/mol
Charge ... +1
Frontier orbital gap ... 8.68 eV

CARTESIAN COORDINATES (ANGSTROEM)
O (0.812, -0.262, -0.192)
H (-0.009, 0.203, -0.366)
H (0.776, -0.782, 0.614)
H (1.177, -0.759, -0.929)
O (4.429, -1.827, 2.158)
H (5.202, -2.128, 1.681)
H (4.261, -2.515, 2.802)
O (-2.853, 6.200, -1.686)
H (-2.482, 5.377, -2.002)
H (-2.726, 6.815, -2.409)
O (-0.522, -1.670, 4.272)
H (-1.362, -1.536, 4.710)
H (0.053, -2.017, 4.954)
O (-3.672, 1.324, -0.270)
H (-4.484, 1.433, 0.225)
H (-3.957, 1.040, -1.138)
O (1.689, -2.744, -3.834)
H (2.556, -3.076, -4.067)
H (1.112, -3.074, -4.523)

Forces on atoms 1 to 3 (eV/Å):
0.6 0.5 0.4
-0.8 0.4 -0.3
0.0 -0.5 1.0


No. 2
Here is a structure of composition C29H54AlF6NO10P at a distorted geometry from the Open Molecules 2025 dataset. Energies are from ωB97M-V/def2-TZVPD.

Calculated values
E_HOMO ... -10.09 eV
Total energy ... -3127.10307 Ha
Charge ... +1
Frontier orbital gap ... 1.98 eV

CARTESIAN COORDINATES (ANGSTROEM)
Al (-1.583, 2.030, -1.703)
C (-4.256, 2.970, 3.855)
C (-3.017, 2.968, 4.887)
C (-3.771, 2.368, 6.104)
C (-2.753, 1.751, 7.121)
C (-1.746, 0.705, 6.485)
C (-0.897, 1.411, 5.309)
N (-1.891, 2.090, 4.350)
O (-1.460, 2.405, 3.016)
C (-0.106, 0.219, 4.582)
C (0.145, 2.305, 5.957)
C (-2.638, 4.494, 5.168)
H (-3.934, 3.690, 3.102)
H (-5.200, 3.183, 4.357)
H (-4.482, 2.123, 3.208)
H (-4.507, 1.581, 5.940)
H (-4.262, 3.126, 6.714)
H (-3.314, 1.337, 7.959)
H (-2.280, 2.673, 7.460)
H (-2.175, -0.283, 6.319)
H (-1.008, 0.547, 7.271)
H (0.606, 0.547, 3.825)
H (-0.897, -0.443, 4.229)
H (0.329, -0.518, 5.257)
H (-0.369, 3.055, 6.559)
H (0.754, 2.866, 5.249)
H (0.813, 1.764, 6.628)
H (-1.769, 4.608, 5.816)
H (-3.357, 4.922, 5.867)
H (-2.519, 5.083, 4.259)
P (2.859, 0.027, -1.513)
F (3.565, -1.047, -2.469)
F (3.350, -0.724, -0.172)
F (4.324, 0.762, -1.616)
F (2.148, 1.217, -0.607)
F (2.296, 0.867, -2.819)
F (1.461, -0.737, -1.452)
C (-1.413, -2.639, -6.400)
C (-2.567, -3.204, -5.635)
C (-2.959, -2.077, -4.699)
O (-1.836, -1.309, -4.549)
C (-0.731, -1.672, -5.408)
H (-1.789, -2.082, -7.259)
H (-0.794, -3.485, -6.698)
H (-2.262, -4.061, -5.036)
H (-3.406, -3.470, -6.279)
H (-3.333, -2.562, -3.797)
H (-3.786, -1.478, -5.080)
H (-0.019, -2.216, -4.787)
H (-0.240, -0.748, -5.711)
C (7.540, 0.394, -7.291)
C (8.111, -0.631, -6.334)
C (6.802, -0.963, -5.612)
O (5.894, -1.146, -6.669)
C (6.096, -0.108, -7.560)
H (7.981, 0.421, -8.287)
H (7.494, 1.375, -6.819)
H (8.913, -0.129, -5.793)
H (8.557, -1.372, -6.997)
H (6.585, -0.251, -4.816)
H (6.979, -1.875, -5.042)
H (5.472, 0.776, -7.425)
H (5.889, -0.373, -8.597)
C (2.032, 7.025, -0.049)
C (1.145, 7.555, -1.135)
C (1.415, 6.486, -2.228)
O (1.519, 5.266, -1.479)
C (2.088, 5.477, -0.182)
H (1.949, 7.336, 0.992)
H (2.983, 7.418, -0.408)
H (1.440, 8.566, -1.419)
H (0.075, 7.480, -0.942)
H (2.327, 6.701, -2.785)
H (0.710, 6.477, -3.059)
H (3.160, 5.297, -0.100)
H (1.401, 5.038, 0.541)
C (2.560, -5.744, -0.091)
C (1.069, -5.541, -0.342)
C (0.476, -5.189, -1.715)
O (-0.585, -6.136, -1.857)
C (-0.616, -6.969, -0.822)
O (-1.422, -7.963, -0.698)
O (0.329, -6.650, -0.010)
H (3.104, -4.820, -0.291)
H (2.783, -6.552, -0.788)
H (2.750, -6.003, 0.950)
H (0.671, -4.747, 0.290)
H (1.276, -5.238, -2.454)
H (-0.005, -4.214, -1.644)
C (-5.772, -2.574, 3.783)
C (-4.421, -3.152, 3.308)
C (-4.492, -4.374, 2.414)
O (-3.628, -3.972, 1.313)
C (-3.383, -2.679, 1.280)
O (-2.865, -2.130, 0.332)
O (-3.923, -2.189, 2.376)
H (-6.204, -3.178, 4.581)
H (-6.530, -2.595, 3.000)
H (-5.611, -1.612, 4.270)
H (-3.648, -3.154, 4.077)
H (-5.545, -4.489, 2.157)
H (-4.251, -5.313, 2.911)

Forces on atoms 1 to 3 (eV/Å):
0.7 -0.4 -0.2
1.7 0.8 -1.4
-4.0 -0.6 -0.7


No. 3
Here is the molecule C3H6N4O at a distorted geometry from the Open Molecules 2025 dataset. Energies are from ωB97M-V/def2-TZVPD.

Calculated values
E_HOMO ... -9.04 eV
Total energy ... -412.08692 Ha
Relative energy (zero: lowest compared OMol25 entry of this formula, charge and spin) ... 320.4 kJ/mol
SMILES ... CN(N)c1ncno1
Frontier orbital gap ... 9.80 eV

CARTESIAN COORDINATES (ANGSTROEM)
C (1.417, -1.287, -0.038)
N (0.822, 0.037, 0.218)
N (1.634, 1.130, -0.152)
C (-0.535, 0.114, 0.083)
N (-1.262, 1.203, 0.084)
C (-2.542, 0.735, 0.113)
N (-2.672, -0.583, 0.154)
O (-1.373, -1.046, 0.070)
H (1.577, -1.718, 1.025)
H (0.858, -1.969, -0.654)
H (2.543, -1.268, -0.356)
H (1.512, 1.383, -1.139)
H (1.425, 1.902, 0.533)
H (-3.403, 1.367, 0.059)

Forces on atoms 1 to 3 (eV/Å):
3.1 -0.6 2.9
-0.1 -1.2 -1.6
-0.4 0.8 1.2


No. 4
Here is a cluster of 8 separate species, C33H57F5O24 in total at a distorted geometry from the Open Molecules 2025 dataset. Energies are from ωB97M-V/def2-TZVPD.

Calculated values
E_HOMO ... -9.16 eV
Total energy ... -3596.48643 Ha
Relative energy (zero: lowest compared OMol25 entry of this formula, charge and spin) ... 199.0 kJ/mol
SMILES ... O=C1OC[C@@H](F)O1.O=C1OC[C@@H](F)O1.O=C1OC[C@@H](F)O1.O=C1OC[C@@H](F)O1.O=C1OC[C@@H](F)O1.COCCOCCOC.COCCOCCOC.COCCOCCOC
Frontier orbital gap ... 9.26 eV

CARTESIAN COORDINATES (ANGSTROEM)
O (-0.690, -1.243, -3.634)
C (0.527, -1.194, -3.347)
O (1.047, -0.885, -2.175)
C (2.437, -0.811, -2.267)
C (2.714, -1.208, -3.675)
F (3.408, -2.346, -3.751)
O (1.457, -1.515, -4.236)
H (2.732, 0.237, -2.204)
H (3.011, -1.473, -1.620)
H (3.171, -0.450, -4.311)
O (-5.741, -3.613, -0.386)
C (-5.331, -3.263, -1.525)
O (-6.091, -3.241, -2.603)
C (-5.187, -3.264, -3.744)
C (-4.001, -2.531, -3.207)
F (-4.153, -1.204, -3.144)
O (-4.045, -2.964, -1.798)
H (-4.896, -4.258, -4.084)
H (-5.606, -2.712, -4.585)
H (-3.008, -2.581, -3.653)
O (1.723, 2.267, -3.598)
C (1.089, 3.000, -2.791)
O (0.429, 2.613, -1.693)
C (0.187, 3.765, -0.916)
C (-0.014, 4.711, -2.035)
F (0.170, 5.931, -1.562)
O (0.863, 4.286, -2.953)
H (-0.629, 3.693, -0.197)
H (1.139, 3.956, -0.420)
H (-1.005, 4.664, -2.484)
O (-0.912, 1.398, 1.576)
C (-1.447, 0.456, 1.002)
O (-0.915, -0.180, -0.060)
C (-1.908, -0.983, -0.685)
C (-2.979, -1.120, 0.432)
F (-2.577, -2.215, 1.067)
O (-2.748, 0.023, 1.229)
H (-2.445, -0.588, -1.548)
H (-1.428, -1.923, -0.957)
H (-4.000, -1.223, 0.062)
O (-0.082, -3.904, -1.643)
C (-0.969, -4.646, -1.316)
O (-1.191, -5.837, -1.907)
C (-2.537, -6.189, -1.581)
C (-2.608, -5.630, -0.195)
F (-1.991, -6.339, 0.736)
O (-1.840, -4.432, -0.348)
H (-3.205, -5.754, -2.326)
H (-2.806, -7.243, -1.650)
H (-3.582, -5.246, 0.110)
C (-6.847, 0.271, -1.477)
O (-6.398, 1.504, -1.767)
C (-5.879, 1.850, -3.049)
C (-5.172, 3.254, -2.996)
O (-3.832, 3.206, -2.471)
C (-3.733, 2.825, -1.118)
C (-3.947, 4.017, -0.065)
O (-2.871, 4.893, -0.082)
C (-2.884, 5.919, 0.915)
H (-7.697, -0.104, -2.048)
H (-7.167, 0.235, -0.435)
H (-6.113, -0.534, -1.439)
H (-6.698, 1.888, -3.767)
H (-5.289, 1.028, -3.456)
H (-5.757, 3.938, -2.380)
H (-5.126, 3.604, -4.027)
H (-2.679, 2.576, -0.998)
H (-4.080, 1.817, -0.890)
H (-3.999, 3.614, 0.946)
H (-4.916, 4.507, -0.163)
H (-2.771, 5.566, 1.940)
H (-3.826, 6.468, 0.924)
H (-2.104, 6.625, 0.632)
C (6.350, 0.371, -2.964)
O (5.316, 0.714, -2.123)
C (5.633, 1.714, -1.082)
C (4.343, 1.809, -0.252)
O (3.766, 0.580, 0.294)
C (2.479, 0.707, 0.917)
C (2.507, 1.110, 2.378)
O (2.532, 2.544, 2.472)
C (2.621, 2.934, 3.822)
H (6.030, -0.295, -3.765)
H (7.193, -0.109, -2.468)
H (6.750, 1.261, -3.452)
H (5.782, 2.690, -1.543)
H (6.413, 1.432, -0.374)
H (3.580, 2.319, -0.840)
H (4.503, 2.588, 0.493)
H (2.182, -0.331, 1.065)
H (1.741, 1.244, 0.321)
H (3.354, 0.647, 2.884)
H (1.583, 0.780, 2.853)
H (3.313, 2.351, 4.429)
H (1.618, 2.958, 4.248)
H (3.005, 3.937, 4.010)
C (6.046, -0.333, 4.366)
O (6.236, -0.295, 5.788)
C (5.321, -1.030, 6.553)
C (3.816, -0.746, 6.378)
O (3.350, -1.244, 5.124)
C (2.909, -2.631, 5.036)
C (2.657, -2.920, 3.561)
O (1.521, -2.225, 3.000)
C (1.021, -2.676, 1.687)
H (6.047, -1.330, 3.925)
H (6.892, 0.208, 3.943)
H (5.225, 0.302, 4.032)
H (5.569, -0.895, 7.606)
H (5.399, -2.089, 6.305)
H (3.772, 0.342, 6.326)
H (3.263, -0.990, 7.285)
H (2.026, -2.807, 5.649)
H (3.715, -3.227, 5.464)
H (2.461, -3.991, 3.624)
H (3.508, -2.736, 2.906)
H (0.719, -3.723, 1.726)
H (1.909, -2.635, 1.056)
H (0.271, -2.047, 1.209)

Forces on atoms 1 to 3 (eV/Å):
3.3 0.2 1.3
-4.4 -0.8 -1.2
-1.3 -0.1 0.7